(1)
Density functional theory data (wB97M-V/def2-TZVPD) for a structure of composition C29H27F2N5O10PRuS3.

The geometry in XYZ format:
```
78
Properties=species:S:1:pos:R:3:forces:R:3:mulliken_charge:R:1
Ru 0.93949 -0.60178 -0.25188 -0.034 -0.199 0.012 -0.60
F 5.15893 -0.78239 3.08971 -0.012 -0.004 -0.009 -0.36
C 4.38871 -1.41664 2.18866 0.037 0.004 0.016 0.21
C 3.30723 -0.74986 1.64868 -0.061 -0.020 -0.025 -0.86
C 2.50167 -1.40969 0.73101 0.153 0.045 -0.013 1.49
C 2.81976 -2.72012 0.32869 -0.020 -0.039 0.031 -0.21
C 3.92359 -3.33273 0.91161 0.000 0.004 -0.037 1.02
F 4.26187 -4.59394 0.56856 -0.001 0.006 0.005 -0.35
C 4.72192 -2.71189 1.84717 0.009 0.004 -0.003 -1.06
C 1.93017 -3.32492 -0.66655 0.001 0.000 -0.019 -0.09
C 2.05254 -4.59226 -1.23376 -0.010 0.011 0.027 -1.27
C 1.10861 -5.02281 -2.14572 0.010 -0.027 -0.009 -0.41
C 0.04580 -4.19783 -2.47698 -0.017 0.013 -0.002 -1.28
C -0.01776 -2.95151 -1.89063 -0.016 -0.016 0.032 -0.81
N 0.90372 -2.52125 -1.02587 -0.017 0.013 0.035 1.16
H 3.12368 0.27207 1.94712 -0.031 0.017 0.047 0.59
H 5.57463 -3.21512 2.27777 -0.001 0.002 0.003 0.53
H 2.87822 -5.22604 -0.95989 0.000 0.000 0.002 0.59
H 1.20116 -6.00424 -2.59220 0.001 0.000 0.002 0.44
H -0.71783 -4.50409 -3.17708 -0.001 0.003 0.002 0.50
H -0.81884 -2.25894 -2.09513 0.006 -0.005 -0.006 0.89
O 4.55241 3.87278 -1.21102 -0.026 0.072 0.073 -0.59
C 3.63535 4.24092 -0.33009 0.034 0.028 -0.107 0.44
O 3.59958 5.34769 0.14556 -0.001 -0.008 0.037 -0.62
C 2.61655 3.22371 0.05281 -0.025 -0.007 0.011 0.35
C 1.57031 3.47509 0.91984 -0.013 0.040 -0.033 -0.76
N 0.85536 2.34693 1.02413 -0.095 -0.078 0.151 -0.20
N 1.36677 1.37498 0.27673 0.071 0.138 -0.040 2.06
C 2.43127 1.88461 -0.33297 0.022 -0.072 0.063 -0.71
C 3.10040 0.99512 -1.32227 -0.114 0.036 -0.135 0.95
O 4.08273 1.38380 -1.94646 0.056 -0.038 0.003 -0.91
O 2.51971 -0.14031 -1.48956 0.095 0.007 -0.092 -0.21
H 4.43036 2.93271 -1.51766 0.008 -0.057 -0.019 0.37
H 1.29897 4.38182 1.43262 0.002 -0.008 0.014 0.57
H -0.05503 2.16542 1.44156 -0.085 -0.023 0.101 -0.45
O -2.64801 3.30147 1.77313 -0.046 -0.011 -0.047 -0.73
S -2.91539 1.89374 1.92248 0.287 0.001 0.137 1.17
O -3.07075 1.40851 3.27568 -0.048 -0.024 -0.046 -0.72
N -1.78585 1.03546 1.13910 0.199 -0.042 -0.104 0.25
C -2.30286 0.26134 0.18133 0.051 -0.054 0.097 -0.31
O -1.66656 -0.53367 -0.53883 -0.004 0.186 0.083 -0.12
C -3.78536 0.42287 0.03964 -0.443 0.343 0.280 0.20
C -4.64431 -0.22218 -0.83514 0.150 0.083 0.130 -0.34
C -5.98991 0.10590 -0.79033 -0.308 0.372 0.322 -0.86
C -6.47328 1.06265 0.11852 0.160 -0.338 -0.330 -0.53
C -5.61627 1.70129 1.00617 -0.021 -0.048 -0.047 -0.80
C -4.28189 1.36187 0.94278 0.157 -0.424 -0.407 0.17
H -4.26591 -0.96206 -1.52630 -0.017 0.003 0.022 0.46
H -6.68240 -0.38110 -1.46418 -0.023 0.013 0.008 0.42
H -7.52825 1.30180 0.12961 -0.007 -0.013 -0.017 0.41
H -5.98000 2.43188 1.71578 0.000 0.003 0.003 0.49
S -0.20654 -1.75660 1.63381 -0.098 0.110 -0.198 -0.53
C -0.33296 -0.98336 3.10950 0.109 0.008 0.040 0.62
N -1.15980 -1.41719 4.05740 -0.027 -0.032 -0.013 -0.22
C -1.35227 -0.56687 5.22829 -0.012 0.022 -0.033 -0.47
C -0.08542 0.27649 5.33599 -0.001 0.010 -0.003 -0.59
S 0.59182 0.37593 3.64956 -0.001 0.050 -0.102 0.01
H -1.85137 -2.10517 3.80085 -0.006 -0.001 0.004 0.29
H -1.48612 -1.18454 6.11499 -0.017 0.007 0.000 0.40
H -2.22874 0.06261 5.07514 -0.012 0.018 -0.023 0.18
H 0.66171 -0.18271 5.98022 0.003 -0.004 -0.009 0.36
H -0.30456 1.28060 5.68889 0.011 0.000 0.006 0.40
C 1.70712 0.68401 -4.40127 0.027 0.020 0.066 -0.80
O 0.93448 1.38350 -3.41348 -0.030 -0.005 0.003 -0.30
P -0.14803 0.63933 -2.48416 -0.044 -0.082 -0.020 0.61
O -1.25820 1.80206 -2.37810 0.016 0.028 0.125 -0.34
C -0.97951 3.03474 -1.69937 -0.027 -0.021 -0.059 -0.23
O -0.88418 -0.29959 -3.57836 0.042 -0.009 0.080 -0.37
C -2.28620 -0.56533 -3.59417 -0.015 0.005 -0.058 -0.63
H 1.10251 0.53870 -5.29528 0.010 -0.012 0.010 0.29
H 2.05459 -0.27526 -4.02070 0.012 -0.026 0.035 0.31
H 2.56880 1.30681 -4.62251 0.004 0.010 0.004 0.25
H -1.83242 3.68425 -1.87756 0.009 0.005 -0.010 0.29
H -0.07943 3.49664 -2.10599 0.020 0.012 0.018 0.30
H -0.88255 2.87353 -0.62812 -0.035 -0.011 -0.032 -0.16
H -2.50204 -1.03599 -4.55092 0.007 0.000 -0.007 0.36
H -2.85483 0.35857 -3.50255 0.001 0.001 0.003 0.36
H -2.56086 -1.23420 -2.77806 0.040 0.007 -0.029 0.08
```
Positions in Å, forces in eV/Å.

The expectation value of S² is 0.7552. As for the total energy: -3978.18505 hartree. As for the spin multiplicity: 2.

***

(2)
Density functional theory data (wB97M-V/def2-TZVPD) for a structure of composition C29H27F3N6O4PReS.

The geometry in XYZ format:
```
72
Properties=species:S:1:pos:R:3:forces:R:3:mulliken_charge:R:1
Re -1.23976 -0.68356 -0.02969 0.442 -0.592 0.105 1.97
N -2.80498 0.80784 0.27454 -0.066 -0.006 -0.144 -0.45
C -2.37615 2.19308 0.57333 0.119 0.048 0.049 0.35
C -3.34611 3.13921 0.85540 -0.041 -0.044 -0.011 -0.60
C -2.96235 4.44399 1.12830 -0.003 0.006 0.009 -0.75
C -1.61816 4.79878 1.11846 -0.010 0.008 0.000 -0.85
C -0.65532 3.84732 0.83726 0.098 0.002 -0.006 0.12
C -1.02634 2.52736 0.56692 -0.013 -0.078 -0.041 -0.85
P 0.23446 1.29143 0.20555 -0.296 0.021 0.081 1.39
C 1.11532 1.85490 -1.26330 -0.103 0.040 0.050 0.37
C 2.44493 1.52875 -1.53654 0.055 -0.089 0.034 -0.10
C 3.04971 2.00208 -2.69122 -0.006 0.035 -0.028 -0.93
C 2.33979 2.80387 -3.57655 -0.009 -0.021 0.044 -0.62
C 1.01490 3.13359 -3.30811 0.010 0.010 -0.037 -0.94
C 0.40203 2.66282 -2.15951 -0.051 -0.020 0.004 -0.17
C 1.24984 1.04818 1.66590 -0.117 0.021 -0.046 1.68
C 2.41837 0.27685 1.64524 0.061 -0.015 -0.040 -0.33
C 3.17053 0.13198 2.79790 -0.044 -0.014 -0.004 -1.30
C 2.74953 0.73030 3.98160 0.011 -0.014 -0.005 -0.81
C 1.57205 1.46345 4.01707 0.006 0.001 0.007 -0.98
C 0.81774 1.62378 2.86609 0.001 0.020 -0.001 -0.93
H -3.42191 0.50275 1.03872 0.071 -0.057 -0.017 0.47
H -3.41899 0.84716 -0.54380 0.030 -0.014 0.002 0.49
H -4.39549 2.86742 0.86350 0.000 0.006 0.003 0.55
H -3.71611 5.18760 1.34943 -0.013 -0.011 -0.001 0.47
H -1.32419 5.81718 1.33239 0.002 0.001 -0.004 0.50
H 0.39254 4.12487 0.83132 -0.005 0.002 -0.002 0.58
H 3.03626 0.93989 -0.85238 -0.017 -0.006 0.029 0.32
H 4.08685 1.76386 -2.88446 0.001 0.001 -0.006 0.51
H 2.82552 3.19063 -4.46280 -0.001 -0.001 -0.006 0.48
H 0.46597 3.77991 -3.98036 0.008 0.004 -0.004 0.48
H -0.62359 2.94634 -1.95582 0.012 0.005 0.007 0.47
H 2.75396 -0.22149 0.74487 0.003 0.021 -0.005 0.39
H 4.07716 -0.45620 2.77041 0.024 -0.012 0.003 0.59
H 3.34275 0.61950 4.87957 0.004 0.005 -0.001 0.47
H 1.24245 1.92321 4.93880 0.005 -0.005 0.004 0.49
H -0.09110 2.20836 2.90680 0.010 -0.006 0.016 0.38
N 2.39666 -3.94647 3.28932 -0.001 -0.083 0.077 -0.34
C 2.98336 -3.40226 2.20311 0.158 -0.125 -0.208 -0.02
O 4.11290 -2.97355 2.14132 -0.083 0.088 0.089 -0.54
C 2.12999 -3.25685 0.96020 -0.019 0.081 0.077 0.22
C 2.57450 -3.77018 -0.25467 -0.083 0.045 -0.002 -0.42
C 1.84842 -3.48275 -1.40233 0.027 -0.025 0.089 -0.97
C 0.76501 -2.63838 -1.31169 -0.087 -0.048 -0.212 -0.17
N 0.36059 -2.09177 -0.14490 -0.134 0.204 -0.002 0.12
C 1.02528 -2.43283 0.98337 0.027 -0.065 0.055 -0.33
H 2.99745 -4.11516 4.08633 -0.025 0.014 -0.015 0.30
H 1.61748 -4.57688 3.17942 -0.001 0.064 0.020 0.22
H 3.47190 -4.37531 -0.29212 -0.001 -0.014 0.000 0.56
H 2.12263 -3.89357 -2.36360 0.013 0.005 -0.002 0.51
H 0.19083 -2.39346 -2.19342 0.030 0.008 0.026 0.49
H 0.68395 -1.99657 1.91239 0.002 0.014 -0.014 0.77
N -0.60520 0.14910 -5.41877 0.047 0.037 -0.092 -0.33
C -1.34579 -0.31265 -4.41391 -0.113 -0.088 0.294 0.18
C -0.90754 -0.25533 -3.06885 0.117 0.082 -0.029 -0.36
N -1.68712 -0.72053 -2.08696 0.062 0.073 -0.151 0.14
C -2.88589 -1.26299 -2.39266 -0.080 -0.081 0.131 -0.35
C -3.28597 -1.31476 -3.72319 0.077 0.021 0.100 -0.54
N -2.54094 -0.84831 -4.70061 -0.005 0.022 -0.232 -0.51
H 0.29591 0.57174 -5.27575 -0.012 -0.005 -0.011 0.18
H -0.96267 0.07065 -6.35991 0.009 0.004 0.015 0.28
H 0.05340 0.16417 -2.80478 -0.014 -0.006 0.024 0.79
H -3.48254 -1.67913 -1.59141 -0.011 0.011 -0.022 0.55
H -4.24036 -1.75418 -3.98778 -0.006 0.000 0.003 0.43
F -3.44634 -3.68833 3.71619 -0.031 0.008 -0.026 -0.14
C -2.32006 -3.37430 3.15394 0.147 -0.032 -0.107 0.73
F -1.44258 -2.92164 4.02320 -0.005 0.039 0.063 -0.18
F -1.81257 -4.37831 2.46914 0.016 -0.029 -0.031 -0.18
S -2.64785 -1.96586 1.93140 -0.116 0.225 0.180 0.87
O -2.49289 -2.45486 0.52869 -0.247 0.192 -0.279 -0.75
O -3.86820 -1.32113 2.25432 -0.043 -0.108 0.084 -0.56
O -1.43783 -1.02436 2.01015 0.206 0.220 0.065 -0.57
```
Positions in Å, forces in eV/Å.

The expectation value of S² is 3.7789. As for the total energy: -2867.33604 hartree. Its total charge is +3. As for the spin multiplicity: 4.

***

Question: Number 1 is which compound?
Answer: C29H27F2N5O10PRuS3